Formula: C16H41AsF3O4
Source: the OMol25 dataset
Level of theory: ωB97M-V/def2-TZVPD

Geometry as ORCA input:
```
! wB97M-V def2-TZVPD RIJCOSX def2/J DEFGRID3
* xyz -1 1
H -4.323 -3.764 0.912
C -2.700 -3.945 -0.510
H -1.791 2.131 0.671
H 5.525 4.727 0.349
H -6.882 -3.236 -1.784
C 4.703 -4.452 0.778
H 2.807 6.336 0.806
O -0.650 0.719 1.668
H 1.919 -1.928 -0.391
H -3.936 1.525 1.789
C -3.104 0.819 1.783
C 1.663 3.940 0.015
C -3.568 -3.130 0.432
H 1.409 3.326 0.870
H 4.287 6.163 -0.877
H 5.456 -3.821 0.307
C -6.233 -3.130 -0.914
H 0.082 0.809 -0.959
H 1.313 4.947 0.240
As 4.171 5.533 0.613
H -3.284 0.101 0.981
H 4.976 6.751 1.224
H -3.278 -4.391 -1.321
H -1.658 0.532 -0.941
H 2.866 -3.329 -0.856
C 0.274 5.446 -2.247
O -4.170 -2.006 -0.178
C 0.942 4.082 -2.256
F -0.938 5.409 -1.642
H -2.950 -2.719 1.230
C -5.034 -2.265 -1.266
H -5.377 -1.284 -1.593
C -0.691 0.080 -0.714
O 3.167 -2.546 1.038
H -2.214 -4.755 0.035
H 5.208 -5.226 1.357
C -0.592 -0.344 0.741
H 4.138 -4.947 -0.014
H 1.482 -4.751 0.732
H -3.108 0.270 2.727
H -5.939 -4.131 -0.596
C 3.157 3.900 -0.190
H -1.651 2.275 2.411
H -4.478 -2.700 -2.105
H 0.560 -3.312 1.169
F 0.998 6.433 -1.670
H -6.806 -2.675 -0.106
C 1.144 -3.778 0.374
H 0.490 -3.949 -0.482
H 0.376 -0.814 0.922
H 1.956 4.192 -2.633
H 3.438 3.871 -1.241
C -1.788 1.556 1.604
H 4.413 -3.163 2.467
H -1.359 -1.098 0.967
H 4.027 4.859 2.059
H -1.930 -3.314 -0.956
H 3.076 -4.264 2.192
C 3.809 -3.624 1.686
F 0.053 5.827 -3.544
O 0.867 3.386 -1.064
H -0.575 -0.792 -1.363
C 2.303 -2.881 -0.028
H 3.569 3.012 0.282
H 0.384 3.508 -2.990
*
```

Its strongest force on any atom is 0.89 eV/Å. For the energy, the calculation gives -94432.57419 eV. The LUMO energy is 2.15 eV. As for the HOMO-LUMO gap: 0.1895 Ha.

Formula: C16H41BFN2O5
Source: the OMol25 dataset
Level of theory: ωB97M-V/def2-TZVPD

Geometry as ORCA input:
```
! wB97M-V def2-TZVPD RIJCOSX def2/J DEFGRID3
* xyz -1 1
H 2.337 -0.995 -0.675
C -3.113 4.056 -1.941
H -2.488 -3.138 -3.560
H -2.812 3.027 -2.162
C 3.595 3.053 1.475
C 1.782 -1.745 -1.245
H -1.297 -6.350 -2.996
H -3.238 -0.008 1.767
H -2.948 2.976 1.676
O 2.199 -3.001 -0.732
B 4.048 0.625 2.106
H 0.904 2.660 0.172
C -0.593 -2.154 -3.229
H 0.435 -2.286 -3.593
H 2.037 1.772 2.111
H 2.145 -1.321 4.911
H 3.887 -0.480 1.581
C -2.542 0.406 1.028
H 4.552 1.285 4.198
N -3.254 1.422 0.252
C -1.251 0.800 1.743
H -4.692 4.441 0.763
H 4.451 -0.444 4.089
N -0.682 -2.255 -1.781
C -4.224 3.677 0.134
H -2.298 -0.406 0.337
C -1.454 -3.194 -3.916
H 4.230 3.102 0.591
C 0.301 -1.447 -1.047
H 0.085 -1.573 0.014
H -4.556 2.228 1.668
H 0.850 -0.290 4.271
H -0.933 -0.071 2.325
C 3.968 0.479 3.748
H -1.610 -5.035 -1.851
H -2.743 -5.345 -3.194
C -1.689 -5.338 -2.900
H -1.456 -2.987 -4.990
H 2.635 1.417 0.513
H -2.375 4.729 -2.375
H -2.636 1.757 -0.475
H 2.749 -4.854 -1.342
H -0.686 2.476 -0.568
O -0.927 -4.506 -3.750
C 1.993 -4.104 -1.584
H -0.526 3.135 1.095
C -0.132 2.411 0.378
O -3.154 4.310 -0.553
H 0.120 -0.393 -1.275
C -3.730 2.558 1.029
H 2.100 -1.639 -2.291
O 2.650 0.609 4.327
H -1.395 1.613 2.466
H 2.027 -0.999 3.173
H -4.083 4.255 -2.409
H -4.980 3.309 -0.567
H -0.564 -3.223 -1.512
H 4.258 3.157 2.328
C 1.903 -0.552 4.163
H -0.932 -1.159 -3.535
F 2.684 4.134 1.446
O -0.172 1.088 0.885
C 2.947 1.696 1.518
H 1.013 -4.564 -1.421
H 2.099 -3.834 -2.639
H 5.181 1.024 1.826
*
```

Its strongest force on any atom is 1.03 eV/Å. For the energy, the calculation gives -33865.64449 eV. The LUMO energy is 2.52 eV. As for the HOMO-LUMO gap: 0.2529 Ha.

Formula: C16H41N3PS
Source: the OMol25 dataset
Level of theory: ωB97M-V/def2-TZVPD

Geometry as ORCA input:
```
! wB97M-V def2-TZVPD RIJCOSX def2/J DEFGRID3
* xyz -1 1
H -4.398 -4.262 4.970
H 1.698 5.118 0.821
H -1.575 -2.311 5.158
H 0.232 4.332 3.405
H -4.286 -2.053 5.054
H 0.041 2.028 -4.001
H -0.142 -2.941 -5.240
H 0.323 -3.096 -6.924
H -2.381 -0.767 5.074
C 1.903 2.324 2.984
H -0.547 4.312 1.848
H -1.305 -0.334 3.067
H 2.237 5.405 2.479
H 0.973 0.681 -0.517
C 0.427 2.054 -5.020
C -1.473 -1.394 3.218
H 0.833 6.251 1.852
C 0.899 2.420 0.745
C -0.334 -0.919 -3.166
C 0.341 0.696 -5.700
P -2.021 -5.297 2.823
C -3.474 -3.971 4.471
H 4.043 2.062 3.141
S -1.133 -6.600 4.019
H 0.645 0.816 -6.744
C 3.342 2.706 2.607
N 1.216 -0.295 -5.106
H 1.723 2.920 0.208
H -0.394 -0.758 -2.088
H -0.713 0.376 -5.720
C 0.121 -2.373 -6.131
C -3.541 -2.430 4.358
C 0.424 4.184 2.339
H 1.337 0.426 -3.169
H -2.247 -5.894 1.574
H 0.224 0.385 1.055
H 1.458 2.408 -4.991
N 0.826 2.806 2.140
H -1.137 -0.340 -3.626
H -0.530 -1.974 -3.342
H -2.670 -4.259 5.152
H 3.531 2.580 1.540
H 1.790 -1.234 -3.348
C 1.360 5.294 1.842
H -0.508 -1.878 3.243
H -0.747 -1.789 -6.435
H -1.034 -4.331 2.491
C 1.051 -0.499 -3.676
C 1.028 0.918 0.547
H -0.026 2.752 0.264
H 2.153 -2.104 -5.471
H -2.033 -1.803 2.392
H 1.700 2.651 4.007
H 3.580 3.734 2.875
H -3.921 -2.241 3.363
N -3.428 -4.671 3.191
H 1.738 -1.184 -6.889
C 1.359 -1.494 -5.909
C -2.209 -1.693 4.535
H -0.168 2.781 -5.575
H 1.837 1.235 3.022
H 1.981 0.536 0.914
*
```

Its strongest force on any atom is 0.69 eV/Å. For the energy, the calculation gives -41851.78400 eV. The LUMO energy is 2.24 eV. As for the HOMO-LUMO gap: 0.2129 Ha.